# C30H80N6O11

A cluster of 7 separate species, C30H80N6O11 in total in a non-equilibrium geometry (ωB97M-V with the def2-TZVPD basis set, the OMol25 dataset).

Structure (XYZ):
```
127
Properties=species:S:1:pos:R:3:forces:R:3:lowdin_charge:R:1
N 37.69800 18.70200 49.29800 1.349 2.812 -5.066 0.30
H 38.20800 18.64800 48.16800 -1.780 -0.805 4.175 0.26
H 36.81300 19.21900 49.27800 0.370 0.288 -0.262 0.09
H 38.31100 18.95900 50.02800 1.674 2.364 0.484 0.06
H 37.53200 17.88900 49.74000 -1.531 -5.245 0.341 0.03
O 36.85100 16.95200 47.14100 0.160 -2.054 -0.999 -0.45
H 36.69000 16.11000 46.59600 0.124 2.007 1.163 -0.02
C 42.52500 18.63400 44.80100 1.222 1.628 3.934 -0.15
O 41.26400 18.15600 44.61300 -2.213 -0.704 -3.490 -0.20
C 40.32700 18.11700 45.63100 10.071 -0.199 6.103 -0.20
C 40.46700 16.78100 46.37300 2.010 1.125 0.693 -0.27
N 39.58800 16.77600 47.47100 -1.708 -1.491 1.918 -0.09
C 39.88400 15.62000 48.44700 -2.285 0.661 -6.150 -0.17
C 39.59400 14.31000 47.77500 -3.012 -3.380 -2.266 -0.15
O 39.73500 13.20100 48.69800 0.892 3.770 3.001 -0.27
C 39.84500 11.89900 48.42200 2.169 -0.787 -2.794 -0.19
H 42.92800 18.04100 45.74300 0.178 1.199 -1.892 0.11
H 42.35400 19.70700 45.17200 0.875 -0.989 -0.335 0.09
H 43.27500 18.70400 43.95300 -1.533 -0.799 0.666 0.10
H 39.40100 18.24400 45.52100 -7.334 1.599 -2.528 0.00
H 40.67200 18.92000 46.58200 -0.990 -1.573 -2.633 0.18
H 41.53600 16.68600 46.79100 -1.256 -0.087 -0.946 0.14
H 40.22200 15.98300 45.73200 0.292 -1.039 -1.385 0.09
H 38.56600 16.60500 47.15100 0.930 0.801 0.612 0.06
H 39.23300 15.83000 49.15700 -3.177 0.231 3.666 0.04
H 40.78400 15.76700 48.81300 4.755 0.148 1.510 0.06
H 40.05800 14.18800 46.58200 -0.886 -0.010 3.731 0.18
H 38.42200 14.06700 47.73500 1.935 2.047 -1.246 0.16
H 39.10200 11.61000 47.66700 -0.335 -0.689 0.384 0.08
H 39.91400 11.28000 49.34200 -0.311 0.452 -0.711 0.11
H 40.81400 11.92100 47.85200 -0.276 -1.544 0.323 0.10
C 38.91700 20.17100 54.21100 4.367 -7.476 -7.232 -0.08
O 38.09300 19.02800 54.19200 -1.287 -0.102 0.085 -0.17
C 38.22900 18.20700 53.02200 -2.088 2.748 0.069 -0.24
C 37.20800 17.10400 52.98300 -0.462 0.965 -2.527 -0.16
N 37.60400 16.16000 51.83300 -1.280 0.990 1.382 -0.03
C 36.78000 14.92500 51.78500 -3.879 1.325 0.464 -0.23
C 36.88300 14.16100 50.50500 2.840 -1.972 0.939 -0.21
O 36.28900 12.84400 50.62600 0.335 1.506 0.947 -0.19
C 36.38800 12.01900 49.49800 0.789 0.322 -0.273 -0.11
H 38.67700 20.78400 54.83500 -2.525 5.751 9.006 -0.02
H 38.69500 20.90000 53.43500 0.619 -0.672 -1.813 0.10
H 40.02900 19.75100 54.28700 -1.997 1.671 -0.342 0.15
H 39.19500 17.88800 53.06200 2.914 -1.583 -0.277 0.09
H 38.14000 18.85900 52.16600 -0.005 0.358 -0.610 0.10
H 36.14200 17.52400 52.93200 1.529 -0.766 -0.471 0.15
H 37.33800 16.77200 53.94300 -0.203 -2.141 2.442 0.08
H 38.60900 15.99000 51.96900 -0.683 -0.496 -0.119 0.11
H 35.61900 15.05500 52.15100 2.474 0.773 -1.427 0.17
H 36.96300 14.20800 52.49500 1.482 -1.599 2.208 0.07
H 38.02200 13.94100 50.56000 -1.378 0.548 -1.295 0.15
H 36.56600 14.71100 49.65400 -0.216 0.346 -1.080 0.10
H 35.98600 11.08500 49.81600 -0.543 -0.754 0.043 0.08
H 37.41900 11.77600 49.10600 -0.811 0.784 0.543 0.08
H 35.76600 12.47300 48.74200 -0.070 -0.202 -0.828 0.09
C 41.18500 18.10500 50.20700 -5.599 1.136 -1.444 -0.06
O 40.64900 19.36900 50.61500 0.489 0.152 -0.874 -0.20
C 41.50400 20.46900 50.30400 -1.173 -0.453 5.441 -0.15
C 42.55100 20.72200 51.46200 4.751 -4.241 -9.875 -0.15
N 43.60300 21.61300 51.04400 -0.272 3.531 -1.121 -0.07
C 44.80000 21.56400 51.86100 -1.517 -2.109 -0.763 -0.23
C 45.95300 22.22100 51.26500 -1.936 -1.154 -7.012 -0.40
O 47.01100 22.12800 51.98500 5.409 1.023 4.388 -0.14
C 48.07400 23.08200 51.69100 0.884 -3.665 -2.812 -0.04
H 42.13100 18.10400 50.43800 5.144 -1.020 2.136 0.03
H 41.16700 17.95700 49.12700 -0.470 0.223 -0.282 0.08
H 40.42500 17.46500 50.65800 0.986 -0.912 0.120 0.09
H 40.80800 21.23000 50.22200 -1.198 2.161 0.294 0.08
H 41.96200 20.50000 49.44300 2.620 -1.002 -4.925 0.07
H 42.95600 19.71500 51.68700 0.155 0.598 -0.004 0.14
H 42.04700 21.00200 52.14500 -6.281 3.749 9.544 0.01
H 43.31200 22.66100 50.87500 0.226 -2.863 0.571 0.17
H 44.88900 20.47900 51.84400 1.025 -0.127 0.965 0.13
H 44.70000 21.96500 52.83400 -0.378 0.185 1.528 0.12
H 45.65100 23.16200 50.89000 -0.211 2.083 0.371 0.10
H 46.14800 21.76800 50.14100 -0.360 0.251 2.032 0.17
H 47.86800 24.06100 51.89300 -1.837 2.789 -0.304 0.04
H 48.32000 22.79300 50.57800 -0.122 1.360 1.856 0.13
H 49.01700 23.07700 52.26400 -0.518 -1.691 0.211 0.09
C 32.40400 16.32200 49.16000 0.548 -1.057 -2.905 -0.14
O 32.85900 17.55600 49.56700 -1.648 1.566 1.098 -0.19
C 34.06800 18.04500 49.06600 -1.095 -0.483 -0.691 -0.20
C 33.91300 18.85600 47.75100 2.267 -4.358 0.182 -0.16
N 35.21000 19.11400 47.19400 0.901 -0.331 1.274 -0.07
C 35.14000 19.50200 45.87400 4.659 -0.197 -2.698 -0.19
C 36.57200 19.94600 45.21900 -2.992 -10.323 -1.972 -0.22
O 36.40900 20.29700 43.94200 -0.568 -0.120 -2.834 -0.17
C 37.59100 20.75100 43.29900 -3.484 3.832 0.317 -0.07
H 31.97200 16.25100 47.99600 0.927 0.278 3.089 0.15
H 31.76500 15.93800 49.90700 -1.788 0.178 0.433 0.06
H 33.17500 15.55400 49.29100 0.662 0.088 -0.782 0.08
H 34.50300 17.19100 48.77200 2.899 -3.091 -0.820 0.05
H 34.62300 18.47200 49.91800 -0.213 0.532 -0.629 0.13
H 33.58900 19.60100 48.23800 -2.658 7.079 2.356 0.03
H 33.07200 18.54700 47.14100 0.231 -0.900 -0.542 0.13
H 35.86200 18.31700 47.14800 -0.409 -1.041 0.692 0.02
H 34.49600 20.25300 45.74900 -2.438 3.503 -0.607 0.08
H 34.86300 18.78200 45.16300 -0.898 -1.806 -0.828 0.11
H 37.47400 19.10400 45.34400 -2.510 1.125 -0.292 0.16
H 36.93500 20.60400 45.71400 4.265 8.898 6.358 -0.01
H 37.27000 20.95700 42.24700 0.677 -0.092 0.889 0.11
H 38.37900 20.11900 43.37500 2.383 -2.304 0.158 0.04
H 37.83500 21.72000 43.85600 0.235 -0.857 -1.087 0.11
C 35.71200 22.13400 49.10400 0.344 -0.154 -0.080 -0.10
O 37.06000 21.97000 49.59800 1.152 2.203 0.153 -0.23
C 38.04400 22.76600 48.86800 1.775 -0.170 2.683 -0.18
C 37.88900 24.30600 49.07800 4.677 -3.823 0.961 -0.22
N 39.15000 24.91000 48.63900 -0.405 -2.398 -4.304 -0.10
C 39.04800 26.29400 48.84800 -0.174 2.436 0.655 -0.25
C 40.37900 27.03800 48.48700 -3.754 -2.839 -4.168 -0.30
O 40.14900 28.31800 48.66100 -0.387 4.163 1.105 -0.14
C 41.09300 29.15800 48.09700 3.933 1.916 0.875 -0.14
H 35.11400 21.65900 49.84500 -0.485 -1.038 0.477 0.06
H 35.88400 21.47200 48.24400 -1.941 0.802 -0.729 0.08
H 35.12300 23.14200 49.08600 1.986 -1.143 -0.714 0.12
H 38.11800 22.49000 47.82700 -0.476 -0.100 -0.651 0.10
H 39.11200 22.52500 49.30800 -2.206 0.103 -0.653 0.14
H 38.05800 24.51400 50.09700 -1.177 -0.193 1.720 0.11
H 36.96800 24.49600 48.73900 -3.292 2.113 -1.718 0.07
H 39.30500 24.61000 47.53000 -0.387 1.550 3.531 0.20
H 38.57700 26.53400 49.92400 1.936 -0.612 -1.734 0.17
H 38.27600 26.75000 48.28100 -0.940 0.544 -1.105 0.10
H 40.77100 26.79400 47.41000 -1.359 0.398 0.930 0.16
H 41.01300 26.45400 48.96000 4.265 -1.443 3.663 0.06
H 41.31500 30.26700 48.49900 -1.860 -2.406 -0.659 0.14
H 41.21200 29.12800 47.02600 -1.243 0.251 -0.844 0.07
H 42.11200 28.77800 48.29600 -0.055 -0.346 0.575 0.08
```
Forces are in eV/Å.

The electronic energy is -63842.959 eV. Its net charge is 0. The calculation puts the HOMO energy at -7.551 eV. The energy above the lowest of the compared OMol25 structures with the same formula, charge and spin is 118.81 kcal per mole. The HOMO-LUMO gap comes out at 7.939 eV. As for the spin multiplicity: 1. Its LUMO energy is 0.0143 hartree.